1.
Computed, not measured: a molecular structure, C43H41Cl5IN5O2P2SYb at a distorted geometry, with the ωB97M-V functional and the def2-TZVPD basis.

Atoms and positions in Å:
Yb 0.24 -0.12 0.37
C 0.75 3.17 2.13
C -0.60 2.76 2.72
P -1.63 1.63 1.66
C -2.61 2.73 0.57
C -2.46 4.10 0.46
C -3.32 4.83 -0.35
C -4.31 4.18 -1.06
C -4.47 2.81 -0.96
C -3.62 2.09 -0.14
C -2.96 1.38 2.89
C -3.17 0.13 3.46
C -4.11 -0.04 4.46
C -4.87 1.04 4.88
C -4.68 2.29 4.30
C -3.74 2.46 3.31
P 1.86 1.72 1.79
C 3.30 2.59 1.06
C 3.65 2.33 -0.26
C 4.75 2.95 -0.82
C 5.50 3.85 -0.07
C 5.14 4.12 1.25
C 4.05 3.48 1.82
C 2.60 1.27 3.40
C 3.61 0.30 3.33
C 4.20 -0.20 4.47
C 3.79 0.28 5.71
C 2.81 1.25 5.79
C 2.22 1.74 4.65
H 1.26 3.88 2.79
H 0.60 3.66 1.16
H -1.20 3.64 2.96
H -0.44 2.21 3.65
H -1.68 4.62 1.00
H -3.20 5.90 -0.42
H -4.98 4.76 -1.68
H -5.25 2.31 -1.50
H -3.74 1.01 -0.04
H -2.60 -0.71 3.11
H -4.25 -1.01 4.91
H -5.61 0.91 5.66
H -5.27 3.13 4.63
H -3.62 3.43 2.85
H 3.04 1.65 -0.85
H 5.03 2.74 -1.84
H 6.35 4.33 -0.50
H 5.71 4.82 1.83
H 3.81 3.66 2.85
H 3.93 -0.05 2.36
H 4.96 -0.95 4.40
H 4.24 -0.12 6.61
H 2.50 1.63 6.76
H 1.45 2.51 4.74
Cl -0.16 4.92 -1.79
C -1.10 3.64 -2.43
C -0.93 2.35 -1.93
C -1.73 1.33 -2.43
Cl -1.65 -0.22 -1.69
C -2.67 1.57 -3.43
Cl -3.67 0.30 -3.99
C -2.84 2.87 -3.91
Cl -4.06 3.18 -5.07
C -2.06 3.91 -3.41
Cl -2.31 5.50 -3.96
C -3.98 -4.89 2.51
N -3.51 -3.72 1.81
C -2.24 -3.31 1.71
N -1.24 -3.98 2.29
S -1.99 -1.91 0.80
H -5.07 -4.88 2.51
H -3.64 -4.88 3.55
H -3.64 -5.81 2.02
H -4.16 -3.19 1.25
H -1.42 -4.80 2.83
H -0.31 -3.53 2.38
O -0.04 2.16 -0.92
O 0.80 1.02 -1.14
C 3.46 -1.79 0.17
C 2.52 -2.25 1.24
C 2.62 -3.38 2.02
C 1.66 -3.26 3.04
C 1.01 -2.05 2.83
C 0.09 -1.32 3.76
N 1.51 -1.44 1.70
H 4.43 -1.56 0.62
H 3.08 -0.87 -0.30
H 3.63 -2.55 -0.59
H 3.32 -4.19 1.90
H 1.51 -3.94 3.86
H 0.66 -0.94 4.62
H -0.71 -1.96 4.15
H -0.35 -0.45 3.25
I 2.91 -2.71 -4.83
C 1.92 -2.70 -3.00
C 1.78 -3.76 -2.12
N 1.07 -3.30 -1.08
N 0.76 -2.01 -1.22
C 1.25 -1.63 -2.39
H 2.14 -4.77 -2.19
H 0.86 -3.79 -0.22
H 1.12 -0.63 -2.76

Its frontier orbital gap (spin up / spin down) is 7.709 / 7.633 eV. As for the total charge: +1. The spin multiplicity is 2. Its HOMO energy (spin up / spin down) is -9.64 / -9.63 eV.



2.
Computed, not measured: a molecular structure, C43H42BrIrN8O at a distorted geometry, with the ωB97M-V functional and the def2-TZVPD basis.

Atoms and positions in Å:
Ir -0.13 0.69 -0.47
C -4.41 0.11 -0.34
C -3.94 -0.69 -1.55
C -2.64 -0.14 -2.16
N -1.45 -0.58 -1.43
C -1.08 -1.85 -1.43
C -1.72 -2.82 -2.26
C -1.56 -4.17 -2.36
C -0.80 -5.05 -1.57
C 0.01 -4.70 -0.53
C 0.39 -3.43 -0.09
C 0.05 -2.16 -0.54
N 0.72 -1.06 -0.14
C 1.98 -1.17 0.58
C 2.95 -0.04 0.20
C 2.64 1.26 0.89
N 1.25 1.67 0.70
C 0.77 2.66 1.42
C 1.57 3.45 2.29
C 1.29 4.63 2.91
C 0.12 5.41 2.85
C -1.07 5.04 2.28
C -1.45 3.82 1.70
C -0.69 2.70 1.39
N -1.24 1.52 0.97
C -2.70 1.49 0.96
C -3.34 0.12 0.77
H -5.35 -0.29 0.03
H -4.62 1.13 -0.67
H -4.71 -0.70 -2.33
H -3.79 -1.72 -1.24
H -2.63 0.95 -2.12
H -2.56 -0.42 -3.22
H -2.43 -2.40 -2.96
H -2.15 -4.64 -3.14
H -0.90 -6.11 -1.80
H 0.46 -5.51 0.02
H 1.07 -3.44 0.75
H 2.46 -2.11 0.32
H 1.79 -1.17 1.66
H 2.97 0.10 -0.88
H 3.96 -0.34 0.49
H 3.32 2.06 0.58
H 2.80 1.10 1.97
H 2.58 3.08 2.45
H 2.10 5.05 3.49
H 0.16 6.38 3.33
H -1.87 5.77 2.34
H -2.49 3.77 1.44
H -3.04 2.18 0.18
H -3.04 1.91 1.91
H -3.76 -0.23 1.71
H -2.55 -0.59 0.53
Br -1.59 -3.47 -6.95
C -0.90 -1.72 -7.12
C 0.14 -1.47 -8.00
C 0.64 -0.18 -8.10
C 0.14 0.85 -7.30
C -0.94 0.58 -6.45
C -1.45 -0.70 -6.36
N 0.77 2.12 -7.45
N 0.56 3.07 -6.66
C 0.46 2.91 -5.26
C -0.19 3.93 -4.60
C -0.61 3.82 -3.27
C -0.34 2.67 -2.56
O -0.79 2.44 -1.34
C 0.48 1.67 -3.17
N 0.81 0.61 -2.38
C 1.59 -0.33 -2.87
C 2.15 -0.24 -4.15
C 1.83 0.81 -4.96
C 0.92 1.79 -4.50
H 0.54 -2.27 -8.60
H 1.45 0.05 -8.79
H -1.39 1.38 -5.88
H -2.29 -0.90 -5.71
H -0.45 4.81 -5.18
H -1.17 4.61 -2.79
H 1.79 -1.18 -2.23
H 2.83 -1.01 -4.48
H 2.27 0.89 -5.94
C -3.02 -1.64 6.18
C -2.20 -1.48 4.93
C -2.34 -2.36 3.86
C -1.58 -2.16 2.71
N -0.71 -1.16 2.56
C -0.58 -0.33 3.60
C -1.29 -0.44 4.78
H -3.09 -2.69 6.47
H -4.04 -1.28 6.01
H -2.60 -1.07 7.00
H -3.03 -3.19 3.91
H -1.68 -2.84 1.87
H 0.14 0.48 3.47
H -1.12 0.26 5.58

Its frontier orbital gap (spin up / spin down) is 6.561 / 4.939 eV. As for the total charge: +1. For the energy above the lowest of the compared OMol25 structures with the same formula, charge and spin, the calculation gives 104.0 kJ/mol. The spin multiplicity is 2. Its HOMO energy (spin up / spin down) is -9.52 / -9.48 eV.



3.
Computed, not measured: a molecular structure, C43H42Cl2N5O4W, with the ωB97M-V functional and the def2-TZVPD basis.

Atoms and positions in Å:
W 0.58 -0.89 1.00
C 0.70 -0.62 -2.30
C 0.57 -2.12 -2.33
C 1.46 -2.86 -1.37
N 1.54 -2.46 0.07
C 2.50 -3.19 0.76
C 3.36 -4.09 0.14
C 4.36 -4.92 0.66
C 4.62 -5.25 1.97
C 3.91 -4.79 3.08
C 3.01 -3.76 3.14
C 2.51 -2.88 2.14
N 1.85 -1.76 2.44
C 2.20 -1.11 3.74
C 1.07 -0.49 4.54
C 0.39 0.61 3.72
N 0.97 0.65 2.37
C 1.82 1.62 2.02
C 2.32 2.57 2.94
C 3.02 3.73 2.72
C 3.38 4.35 1.52
C 3.23 3.81 0.27
C 2.79 2.53 -0.10
C 2.26 1.51 0.67
N 2.04 0.25 0.16
C 2.85 -0.15 -1.01
C 2.11 -0.05 -2.34
H 0.11 -0.20 -3.12
H 0.23 -0.23 -1.40
H -0.46 -2.39 -2.16
H 0.83 -2.50 -3.33
H 1.21 -3.92 -1.40
H 2.48 -2.76 -1.76
H 3.30 -4.15 -0.93
H 4.97 -5.41 -0.09
H 5.41 -5.97 2.15
H 4.11 -5.29 4.02
H 2.60 -3.60 4.13
H 2.71 -1.82 4.38
H 2.94 -0.35 3.49
H 0.36 -1.25 4.84
H 1.51 -0.09 5.45
H -0.67 0.43 3.64
H 0.50 1.58 4.18
H 2.14 2.35 3.98
H 3.30 4.27 3.62
H 3.83 5.33 1.59
H 3.56 4.44 -0.56
H 2.87 2.32 -1.16
H 3.74 0.48 -1.03
H 3.22 -1.15 -0.82
H 2.06 1.00 -2.66
H 2.71 -0.57 -3.10
Cl -5.89 -4.78 1.51
C -4.47 -3.90 1.14
C -4.18 -3.60 -0.20
C -3.04 -2.91 -0.56
Cl -2.84 -2.56 -2.25
C -2.09 -2.51 0.41
O -0.95 -1.94 0.09
C -2.46 -2.75 1.75
C -1.68 -2.19 2.77
O -0.66 -1.50 2.61
C -3.63 -3.45 2.11
H -4.87 -3.91 -0.97
H -2.00 -2.33 3.81
H -3.85 -3.62 3.15
C -0.59 3.98 -3.46
O -1.44 2.85 -3.22
C -2.62 2.80 -3.89
C -3.02 3.71 -4.86
C -4.22 3.52 -5.53
C -5.04 2.44 -5.26
C -4.65 1.54 -4.28
C -3.46 1.74 -3.58
N -3.11 0.74 -2.61
C -2.54 0.77 -1.45
C -2.25 1.89 -0.60
C -2.94 3.10 -0.69
C -2.79 4.07 0.28
C -1.92 3.83 1.35
C -1.23 2.63 1.46
C -1.38 1.65 0.48
O -0.76 0.46 0.51
H 0.25 3.86 -2.78
H -1.11 4.91 -3.23
H -0.24 4.00 -4.49
H -2.39 4.55 -5.12
H -4.51 4.24 -6.29
H -5.97 2.29 -5.79
H -5.28 0.69 -4.04
H -3.40 -0.20 -2.90
H -2.34 -0.21 -1.05
H -3.65 3.25 -1.50
H -3.34 4.99 0.22
H -1.80 4.58 2.12
H -0.59 2.47 2.31

Its frontier orbital gap is 5.675 eV. As for the total charge: +3. For the energy above the lowest of the compared OMol25 structures with the same formula, charge and spin, the calculation gives 45.0 kJ/mol. Its HOMO energy is -15.25 eV.



Number 1: E_tot -188453.659 eV. Number 2: E_tot -132115.261 eV. Number 3: E_tot -87759.633 eV.